No. 1
Computed, not measured: a cluster of 12 separate species, C41H113N7O12 in total in a non-equilibrium geometry, with ωB97M-V/def2-TZVPD.

## Properties
Relative energy (zero: lowest compared OMol25 entry of this formula, charge and spin): 45.6 kJ/mol
2S+1: 1
HOMO: -0.32896 Ha
LUMO level: 0.42 eV
SMILES: COC[C@H](C)N.COC[C@H](C)N.COC[C@H](C)N.COC[C@H](C)N.COC[C@H](C)N.COC[C@H](C)N.COC[C@H](C)N.CC(C)O.CC(C)O.CC(C)O.CC(C)O.CO

CARTESIAN COORDINATES (ANGSTROEM)
C 10.402 -6.029 -20.415
O 11.419 -5.726 -19.491
C 11.533 -4.345 -19.215
C 10.643 -3.914 -18.035
C 11.065 -2.504 -17.626
N 10.864 -4.770 -16.873
H 9.421 -5.707 -20.063
H 10.434 -7.111 -20.539
H 10.670 -5.629 -21.400
H 12.564 -4.211 -18.861
H 11.474 -3.727 -20.123
H 9.577 -3.932 -18.273
H 10.672 -2.292 -16.631
H 10.589 -1.764 -18.282
H 12.137 -2.309 -17.658
H 10.702 -5.745 -17.106
H 11.810 -4.722 -16.513
C 14.744 -0.970 -20.070
O 13.966 0.055 -20.630
C 12.911 -0.498 -21.435
C 11.835 0.519 -21.717
C 11.087 0.892 -20.433
N 10.883 -0.004 -22.705
H 15.434 -0.633 -19.295
H 15.292 -1.496 -20.862
H 14.132 -1.706 -19.525
H 13.460 -0.862 -22.325
H 12.467 -1.423 -21.034
H 12.280 1.453 -22.075
H 10.130 1.342 -20.718
H 11.629 1.654 -19.873
H 10.879 0.017 -19.815
H 9.990 -0.223 -22.280
H 11.189 -0.854 -23.164
C 11.552 7.039 -14.782
O 12.462 6.086 -15.272
C 13.110 6.532 -16.422
C 14.223 5.543 -16.774
C 15.060 6.060 -17.945
N 13.759 4.164 -17.062
H 10.774 7.263 -15.519
H 12.011 7.995 -14.506
H 11.131 6.580 -13.895
H 12.441 6.636 -17.296
H 13.578 7.521 -16.298
H 14.887 5.541 -15.901
H 15.496 7.042 -17.780
H 14.444 6.069 -18.852
H 15.840 5.316 -18.116
H 13.228 3.942 -16.207
H 12.992 4.284 -17.737
C 20.722 -4.083 -10.823
O 19.944 -3.740 -11.924
C 19.892 -2.347 -12.160
C 18.994 -2.162 -13.329
C 18.792 -0.707 -13.732
N 17.690 -2.817 -13.136
H 20.356 -3.529 -9.945
H 21.788 -3.867 -10.961
H 20.587 -5.139 -10.606
H 19.590 -1.852 -11.221
H 20.903 -1.953 -12.356
H 19.508 -2.605 -14.198
H 18.116 -0.210 -13.029
H 18.304 -0.695 -14.713
H 19.707 -0.127 -13.860
H 17.915 -3.820 -13.165
H 17.212 -2.761 -14.053
C 13.195 5.695 -21.889
O 14.369 5.149 -21.353
C 14.245 3.853 -20.851
C 15.627 3.375 -20.471
C 16.544 3.163 -21.640
N 15.575 2.223 -19.574
H 13.221 5.598 -22.980
H 13.188 6.772 -21.704
H 12.287 5.264 -21.462
H 13.481 3.669 -20.078
H 13.866 3.151 -21.631
H 16.013 4.233 -19.907
H 17.560 2.923 -21.329
H 16.652 4.049 -22.275
H 16.128 2.434 -22.346
H 15.155 2.562 -18.698
H 14.874 1.519 -19.877
C 18.424 3.763 -13.848
O 19.677 4.213 -13.380
C 19.595 5.431 -12.732
C 19.293 6.605 -13.639
C 20.178 6.529 -14.877
N 19.428 7.874 -12.877
H 18.526 2.681 -13.848
H 18.185 4.188 -14.826
H 17.638 4.049 -13.139
H 18.890 5.365 -11.885
H 20.505 5.680 -12.165
H 18.245 6.550 -13.964
H 21.244 6.510 -14.622
H 19.992 7.365 -15.558
H 20.018 5.628 -15.475
H 19.205 8.661 -13.483
H 20.449 7.963 -12.784
C 10.717 0.928 -16.796
O 10.168 1.898 -15.910
C 8.989 1.418 -15.296
C 8.278 2.549 -14.596
C 7.178 2.161 -13.621
N 7.736 3.548 -15.563
H 11.686 1.341 -17.041
H 10.048 0.897 -17.663
H 10.707 -0.039 -16.294
H 8.257 1.014 -16.027
H 9.274 0.577 -14.641
H 9.034 3.084 -14.004
H 7.586 1.634 -12.755
H 6.451 1.443 -14.027
H 6.615 3.050 -13.358
H 7.178 3.059 -16.269
H 8.565 3.822 -16.107
C 17.798 -3.226 -17.858
C 16.772 -3.882 -16.970
C 17.165 -5.295 -16.577
O 16.581 -3.162 -15.754
H 18.804 -3.263 -17.446
H 17.505 -2.226 -18.182
H 17.800 -3.779 -18.809
H 15.806 -3.987 -17.489
H 16.567 -5.702 -15.769
H 18.226 -5.268 -16.296
H 17.181 -5.936 -17.461
H 16.218 -2.272 -15.946
C 18.575 3.152 -17.969
C 18.869 1.643 -18.056
C 19.594 1.240 -16.779
O 17.671 0.899 -18.266
H 19.358 3.746 -17.506
H 17.644 3.256 -17.393
H 18.321 3.574 -18.949
H 19.581 1.549 -18.892
H 19.042 1.588 -15.903
H 20.649 1.488 -16.707
H 19.582 0.137 -16.766
H 17.182 1.475 -18.929
C 14.390 -0.657 -15.068
C 15.031 0.270 -16.091
C 15.516 1.536 -15.436
O 16.096 -0.533 -16.630
H 15.127 -0.992 -14.331
H 14.015 -1.570 -15.546
H 13.554 -0.215 -14.529
H 14.350 0.437 -16.933
H 16.430 1.399 -14.849
H 14.845 1.962 -14.683
H 15.644 2.309 -16.197
H 16.831 0.028 -16.970
C 13.690 -6.611 -14.678
C 13.250 -5.165 -14.481
C 13.624 -4.531 -13.156
O 13.781 -4.379 -15.565
H 13.431 -6.822 -15.715
H 13.165 -7.274 -13.989
H 14.755 -6.773 -14.504
H 12.171 -5.132 -14.641
H 12.985 -3.703 -12.843
H 14.659 -4.191 -13.092
H 13.467 -5.272 -12.359
H 14.747 -4.375 -15.580
C 16.054 -1.273 -10.727
O 16.218 -2.664 -10.743
H 17.019 -0.738 -10.766
H 15.422 -0.953 -11.569
H 15.596 -0.889 -9.812
H 16.622 -2.889 -11.623

No. 2
Computed, not measured: a cluster of 11 separate species, C41H114N12O11 in total in a non-equilibrium geometry, with ωB97M-V/def2-TZVPD.

## Properties
Relative energy (zero: lowest compared OMol25 entry of this formula, charge and spin): 603.8 kJ/mol
2S+1: 1
HOMO: -0.31608 Ha
LUMO level: 0.11 eV
SMILES: COC[C@H](C)N.COC[C@H](C)N.COC[C@H](C)N.COC[C@H](C)N.COC[C@H](C)N.COC[C@H](C)N.COC[C@H](C)N.COC[C@H](C)N.COC[C@H](C)N.COC[C@H](C)N.NC(N)=O

CARTESIAN COORDINATES (ANGSTROEM)
C 2.264 -4.970 2.006
O 0.999 -5.634 2.366
C -0.054 -5.218 1.452
C -0.774 -3.822 1.922
C -1.408 -3.874 3.326
N -1.996 -3.581 1.151
H 2.237 -3.917 1.723
H 2.773 -5.563 1.246
H 2.882 -5.175 2.880
H 0.258 -5.121 0.412
H -0.746 -6.059 1.399
H -0.194 -2.925 1.705
H -1.719 -2.895 3.689
H -0.664 -4.250 4.028
H -2.299 -4.481 3.488
H -1.729 -3.395 0.194
H -2.357 -2.695 1.475
C 1.473 -3.062 -1.617
O 2.827 -3.431 -1.433
C 3.165 -4.712 -1.863
C 4.699 -4.970 -1.689
C 5.580 -4.475 -2.911
N 5.022 -6.349 -1.548
H 1.374 -1.983 -1.743
H 0.864 -3.325 -0.752
H 0.957 -3.401 -2.515
H 2.547 -5.421 -1.312
H 2.826 -4.911 -2.880
H 4.910 -4.376 -0.800
H 5.276 -4.911 -3.863
H 6.642 -4.506 -2.671
H 5.204 -3.452 -2.946
H 4.805 -6.837 -2.405
H 4.428 -6.748 -0.835
C 1.036 6.771 -6.481
O 1.666 6.687 -5.207
C 2.655 5.656 -5.075
C 2.327 4.878 -3.782
C 2.760 5.547 -2.538
N 2.725 3.502 -3.807
H 0.517 5.899 -6.879
H 1.763 6.954 -7.272
H 0.234 7.496 -6.339
H 2.361 4.978 -5.875
H 3.703 5.956 -5.099
H 1.249 4.715 -3.756
H 3.813 5.798 -2.665
H 2.731 5.004 -1.593
H 2.409 6.575 -2.447
H 3.729 3.430 -3.885
H 2.528 3.136 -4.728
C -2.772 5.297 2.628
O -2.971 3.858 2.729
C -3.125 3.356 4.037
C -3.851 1.960 3.944
C -5.289 1.921 3.563
N -3.862 1.270 5.249
H -2.577 5.545 1.585
H -1.829 5.483 3.143
H -3.362 6.031 3.177
H -2.202 3.348 4.616
H -3.771 4.002 4.631
H -3.304 1.379 3.200
H -5.611 0.920 3.276
H -5.455 2.593 2.721
H -6.001 2.345 4.272
H -4.397 0.477 4.926
H -2.969 1.076 5.680
C -2.147 -1.716 -2.150
O -1.922 -3.062 -1.583
C -2.253 -4.136 -2.458
C -1.771 -5.488 -1.884
C -1.788 -6.591 -2.932
N -2.711 -5.869 -0.819
H -2.112 -1.028 -1.306
H -3.175 -1.521 -2.456
H -1.462 -1.398 -2.936
H -3.332 -3.992 -2.513
H -1.827 -4.036 -3.456
H -0.751 -5.251 -1.580
H -1.628 -7.613 -2.590
H -1.036 -6.511 -3.717
H -2.726 -6.606 -3.487
H -2.445 -5.242 -0.073
H -2.529 -6.778 -0.419
C 4.320 2.568 1.216
O 5.672 2.691 1.628
C 6.730 2.158 0.757
C 8.128 2.093 1.397
C 9.187 1.778 0.359
N 8.085 1.069 2.432
H 3.678 2.967 2.001
H 4.264 1.484 1.111
H 4.080 2.874 0.198
H 6.513 1.137 0.444
H 6.784 2.759 -0.151
H 8.306 3.090 1.799
H 9.055 0.740 0.055
H 10.156 1.787 0.857
H 8.971 2.414 -0.499
H 7.193 1.171 2.894
H 8.836 0.975 3.100
C 4.254 -1.964 1.960
O 3.368 -1.078 2.663
C 3.879 -0.377 3.785
C 4.182 -1.327 5.022
C 2.912 -2.087 5.598
N 4.857 -0.556 6.045
H 4.563 -2.716 2.687
H 5.026 -1.340 1.511
H 3.745 -2.435 1.119
H 4.817 0.100 3.500
H 3.193 0.437 4.022
H 4.904 -2.103 4.766
H 2.448 -1.384 6.291
H 3.265 -2.977 6.119
H 2.326 -2.360 4.721
H 4.265 0.157 6.447
H 4.834 -1.261 6.767
C -5.337 -1.603 0.330
O -6.529 -1.532 1.140
C -7.772 -1.562 0.298
C -8.037 -0.320 -0.488
C -8.016 0.926 0.416
N -9.085 -0.256 -1.453
H -4.506 -1.109 0.834
H -5.391 -1.091 -0.631
H -5.085 -2.617 0.021
H -7.735 -2.486 -0.279
H -8.634 -1.634 0.962
H -7.127 -0.072 -1.034
H -7.813 1.828 -0.162
H -7.115 0.822 1.022
H -8.837 1.139 1.100
H -8.701 0.369 -2.148
H -9.041 -1.175 -1.870
C -5.247 5.359 -1.420
O -4.176 4.988 -0.496
C -3.156 4.047 -0.937
C -3.447 2.602 -1.453
C -4.321 1.804 -0.495
N -2.141 1.914 -1.644
H -5.753 4.438 -1.708
H -4.885 5.815 -2.341
H -5.986 6.055 -1.023
H -2.640 4.585 -1.733
H -2.448 4.001 -0.109
H -4.036 2.682 -2.367
H -4.393 0.768 -0.825
H -5.294 2.248 -0.287
H -3.860 1.737 0.490
H -1.800 2.217 -2.545
H -1.521 1.998 -0.852
C 0.285 3.681 0.502
O -0.348 2.398 0.361
C 0.084 1.589 1.442
C -0.287 0.086 1.320
C 0.517 -0.523 0.258
N -1.711 -0.158 1.092
H 1.332 3.593 0.210
H 0.217 4.112 1.502
H -0.188 4.328 -0.237
H 1.152 1.689 1.634
H -0.563 1.935 2.248
H -0.151 -0.406 2.283
H 1.594 -0.494 0.427
H 0.453 0.051 -0.666
H 0.173 -1.491 -0.106
H -2.213 0.594 1.542
H -1.888 0.049 0.119
N 1.358 0.528 -5.242
C 0.200 0.429 -4.577
N 0.329 0.817 -3.376
O -0.954 0.201 -4.965
H 1.302 0.446 -6.247
H 2.296 0.676 -4.897
H -0.487 0.881 -2.785
H 1.254 1.059 -3.050

No. 3
Computed, not measured: a structure of composition C41H22AuF15GeN5S, with ωB97M-V/def2-TZVPD.

## Properties
Relative energy (zero: lowest compared OMol25 entry of this formula, charge and spin): 16.8 kJ/mol
Total charge: -1
2S+1: 3
HOMO (alpha / beta): -0.16424 / -0.18377 Ha
LUMO level (alpha / beta): 2.23 / 1.58 eV

CARTESIAN COORDINATES (ANGSTROEM)
Au -0.188 2.116 0.328
C 1.622 5.110 0.695
N 0.752 4.305 -0.143
C 0.245 4.742 -1.232
C -0.573 3.886 -2.054
C -1.137 4.101 -3.316
C -1.763 2.897 -3.676
C -1.544 2.005 -2.614
N -0.830 2.593 -1.643
C 2.988 4.467 0.807
C 3.229 3.476 1.757
C 4.469 2.850 1.823
C 5.487 3.219 0.951
C 5.254 4.207 0.000
C 4.006 4.818 -0.075
H 1.170 5.170 1.688
H 1.730 6.130 0.302
H 0.438 5.767 -1.572
H -1.099 5.025 -3.883
H -2.303 2.682 -4.590
H -1.876 0.980 -2.510
H 2.425 3.179 2.426
H 4.636 2.068 2.558
H 6.458 2.739 1.010
H 6.044 4.505 -0.681
H 3.815 5.575 -0.835
N 5.426 -0.886 -1.941
C 4.251 -0.293 -1.508
C 3.314 -1.004 -0.759
C 2.140 -0.376 -0.379
N 1.851 0.889 -0.680
C 2.746 1.566 -1.402
C 3.941 1.027 -1.841
H 5.709 -1.748 -1.515
H 6.164 -0.291 -2.269
H 3.496 -2.038 -0.479
H 1.382 -0.900 0.199
H 2.485 2.598 -1.638
H 4.628 1.623 -2.437
N 0.028 2.343 2.287
C 0.188 1.438 3.283
C -0.388 1.686 4.563
C -0.193 0.816 5.620
C 0.614 -0.315 5.469
C 1.208 -0.572 4.233
C 0.987 0.267 3.156
H -1.008 2.572 4.664
H -0.661 1.020 6.578
H 0.772 -0.991 6.303
H 1.827 -1.456 4.110
H 1.439 0.071 2.189
F -0.591 -2.779 2.506
C -1.208 -3.815 1.948
C -1.968 -3.686 0.797
C -2.529 -4.848 0.302
F -3.288 -4.810 -0.808
C -2.371 -6.075 0.900
F -2.935 -7.173 0.392
C -1.612 -6.163 2.044
F -1.440 -7.340 2.633
C -1.028 -5.036 2.571
F -0.285 -5.137 3.673
Ge -2.287 -1.977 -0.185
S -1.656 -0.146 0.703
C -1.548 -2.568 -1.952
C -0.223 -2.984 -1.955
F 0.438 -3.164 -0.802
C 0.480 -3.266 -3.106
F 1.742 -3.685 -3.063
C -0.147 -3.121 -4.320
F 0.508 -3.373 -5.440
C -1.469 -2.745 -4.366
F -2.081 -2.653 -5.544
C -2.150 -2.490 -3.194
F -3.452 -2.215 -3.324
C -4.280 -1.814 -0.311
C -5.169 -2.422 0.562
F -4.798 -3.433 1.354
C -6.488 -2.035 0.679
F -7.313 -2.658 1.522
C -6.954 -0.991 -0.078
F -8.214 -0.606 0.031
C -6.108 -0.342 -0.945
F -6.564 0.677 -1.668
C -4.796 -0.750 -1.038
F -4.017 -0.034 -1.850